(1)
{"formula": "C13H13F9IN2O8P3S3", "method": "ωB97M-V/def2-TZVPD", "symbols": ["O", "P", "O", "O", "P", "C", "C", "P", "O", "O", "S", "C", "S", "O", "O", "C", "F", "F", "C", "F", "F", "C", "F", "F", "C", "F", "F", "F", "C", "N", "S", "N", "C", "C", "I", "H", "H", "H", "H", "H", "C", "C", "C", "O", "H", "H", "H", "H", "H", "H", "H", "H"], "xyz": [[5.10556, 0.15926, 0.29342], [5.06843, 1.64815, 0.38897], [6.45311, 2.22525, 1.15197], [4.98166, 2.21982, -1.16645], [3.40339, 2.30655, 1.67806], [1.95377, 1.16799, 1.28973], [0.83975, 1.50066, 0.32335], [0.89015, 3.10603, -0.61299], [0.19655, 3.05277, -2.11430], [2.47015, 3.61317, -0.93805], [0.11423, 4.54721, 0.43908], [-0.26046, 0.50887, 0.18419], [-1.74089, 0.77385, -0.89319], [-2.57932, -0.42095, -0.74351], [-1.39002, 0.79782, -2.31959], [-2.67343, 2.27780, -0.32712], [-2.19151, 2.56102, 0.95871], [-2.45269, 3.40294, -1.06188], [-4.24590, 2.11048, -0.18045], [-4.79386, 3.35635, -0.45742], [-4.79516, 1.31446, -1.17643], [-4.74488, 1.51108, 1.18883], [-3.99398, 0.44096, 1.62908], [-6.00353, 0.97416, 0.94216], [-4.90724, 2.50415, 2.40732], [-4.24042, 1.96769, 3.49554], [-6.20875, 2.63690, 2.83299], [-4.41606, 3.75762, 2.24236], [-0.14520, -0.76163, 0.97000], [-0.98235, -1.83115, 0.99568], [-0.50405, -3.06348, 1.95811], [0.88161, -2.33757, 2.53901], [0.99268, -1.13355, 1.95027], [2.02133, -0.07676, 2.07528], [3.62382, -0.46520, 3.47410], [6.14925, 2.45994, 2.05547], [5.19361, 3.17437, -1.12891], [3.05677, 3.66140, 1.38648], [0.66084, 2.42796, -2.71061], [2.40236, 4.20908, -1.70939], [1.60798, -5.96159, -1.98189], [0.53522, -5.20626, -1.21331], [-0.67897, -4.92748, -2.08604], [1.07083, -3.97248, -0.73606], [1.95766, -5.37668, -2.83786], [2.47720, -6.14514, -1.34677], [1.23219, -6.92042, -2.34550], [0.23298, -5.78695, -0.33816], [-0.40632, -4.30758, -2.94533], [-1.43650, -4.37544, -1.52498], [-1.12313, -5.85541, -2.45293], [1.34158, -3.45003, -1.50100]], "mulliken_charge": [-0.558, 0.960, -0.514, -0.453, -0.482, 0.439, 0.682, 0.475, -0.441, -0.290, -0.353, -0.343, 1.109, -0.575, -0.664, 0.817, -0.244, -0.275, 0.447, -0.286, -0.281, 0.608, -0.213, -0.312, 0.711, -0.246, -0.259, -0.228, 0.407, -0.451, 0.229, -0.629, 0.614, -0.967, 0.115, 0.351, 0.314, 0.128, 0.358, 0.280, -1.360, 0.415, -1.205, -0.424, 0.356, 0.327, 0.381, 0.253, 0.328, 0.264, 0.390, 0.294], "e_lumo_ev": -2.38, "total_energy_ha": -4629.68965, "gap_ev": 6.644, "homo_energy_ha": -0.3318}

=====

(2)
{"formula": "C7H12FN2OP", "method": "ωB97M-V/def2-TZVPD", "symbols": ["C", "C", "C", "C", "C", "C", "C", "N", "N", "O", "F", "P", "H", "H", "H", "H", "H", "H", "H", "H", "H", "H", "H", "H"], "xyz": [[2.32025, -0.18443, -1.65234], [1.58868, 0.38902, -2.64254], [1.83188, -0.26103, -0.36018], [0.36208, 0.86326, -2.30570], [0.59228, 0.22003, -0.07355], [-0.41872, -1.16607, 1.85923], [0.03027, 0.22890, 1.32439], [-0.09779, 0.68982, -1.06173], [-0.35712, -1.09382, 3.35246], [-2.05279, 0.72593, -0.81687], [0.93816, 0.56679, 2.22543], [-3.01875, 1.06271, -1.84969], [3.28463, -0.52783, -1.77397], [2.04270, 0.66623, -3.58462], [2.36702, -0.69540, 0.52196], [-0.24153, 1.50066, -2.95625], [0.18711, -1.96673, 1.58005], [-1.40877, -1.16566, 1.45314], [-0.63769, 1.06110, 1.20724], [-1.27178, -1.46236, 3.67921], [-0.28375, -0.09119, 3.57206], [0.27685, -1.84979, 3.56329], [-3.01865, 2.38198, -2.24866], [-3.01458, 0.10787, -3.01238]], "mulliken_charge": [-0.482, -0.704, -0.187, -0.009, 0.599, -0.760, -0.102, -0.154, -0.188, -0.175, -0.388, 0.130, 0.508, 0.401, 0.347, 0.401, 0.400, 0.391, 0.449, 0.371, 0.346, 0.377, 0.204, 0.225], "e_lumo_ev": [-8.94, -9.17], "total_energy_ha": -899.13605, "relative_energy_ev": 0.0000, "charge": 2, "gap_ev": [8.337, 7.365], "homo_energy_ha": [-0.6351, -0.6075]}

=====

(3)
{"formula": "C6H6N2", "method": "ωB97M-V/def2-TZVPD", "symbols": ["C", "C", "C", "C", "C", "N", "C", "N", "H", "H", "H", "H", "H", "H"], "xyz": [[-2.37812, -0.29021, -0.08261], [-1.43120, 0.36429, 0.11961], [-0.24610, 1.13687, 0.02838], [1.03748, 0.67774, -0.51006], [0.95250, -0.79589, -0.91087], [0.31348, -1.56563, 0.34141], [0.70187, -0.59328, 1.28078], [0.97356, 0.77933, 0.94277], [-3.43531, -0.75721, 0.09335], [-0.54513, 2.24546, 0.25686], [1.70306, 1.43752, -0.84922], [2.00407, -0.97211, -1.34153], [0.09649, -0.81534, -1.63937], [0.25336, -0.85154, 2.27051]], "mulliken_charge": [0.530, -1.043, -0.036, -0.025, -0.541, -0.421, -0.076, -0.459, 0.345, 0.299, 0.426, 0.297, 0.354, 0.349], "e_lumo_ev": 0.60, "total_energy_ha": -341.52142, "smiles": "C#C[C@@H]1[C@@H]2CN=CN12", "relative_energy_ev": 5.4733, "gap_ev": 9.947, "homo_energy_ha": -0.3436}

=====

(4)
{"formula": "C35H30N2P2PtSe", "method": "ωB97M-V/def2-TZVPD", "symbols": ["Pt", "C", "P", "C", "C", "C", "C", "C", "C", "C", "C", "C", "C", "C", "C", "C", "C", "C", "C", "C", "P", "C", "C", "C", "C", "C", "C", "C", "C", "C", "C", "C", "C", "N", "H", "H", "H", "H", "H", "H", "H", "H", "H", "H", "H", "H", "H", "H", "H", "H", "H", "H", "H", "H", "H", "H", "H", "H", "H", "H", "Se", "C", "C", "C", "N", "C", "C", "H", "H", "H", "H"], "xyz": [[0.00236, -0.43000, -0.24929], [-2.38018, -1.54293, 1.96659], [-2.30059, -0.65167, 0.34518], [-3.39191, 0.77793, 0.63911], [-4.67664, 0.61303, 1.15680], [-5.46384, 1.71828, 1.42718], [-4.97682, 2.99820, 1.18725], [-3.70874, 3.16711, 0.65562], [-2.91926, 2.05895, 0.38197], [-3.28846, -1.71016, -0.75536], [-4.29373, -1.17757, -1.55882], [-5.03945, -2.00920, -2.37983], [-4.76907, -3.36833, -2.42044], [-3.73525, -3.89662, -1.65986], [-2.98941, -3.07031, -0.83649], [-1.01339, -1.57112, 2.56205], [-0.57443, -1.77429, 3.86093], [0.83603, -1.78570, 3.81514], [1.19455, -1.59010, 2.49106], [2.51894, -1.61314, 1.80199], [2.30733, -0.85898, 0.12968], [3.25261, 0.68004, 0.27113], [3.10820, 1.44425, 1.42977], [3.73213, 2.67469, 1.53561], [4.48072, 3.16728, 0.47643], [4.60834, 2.42298, -0.68690], [3.99295, 1.18563, -0.79455], [3.29950, -1.95188, -0.92719], [4.68196, -2.04062, -0.77993], [5.40195, -2.93418, -1.55452], [4.74257, -3.75179, -2.46368], [3.36621, -3.66920, -2.61107], [2.64343, -2.76796, -1.84320], [0.06534, -1.46384, 1.74100], [-2.73705, -2.55830, 1.77255], [-3.10111, -1.05284, 2.61992], [-5.06810, -0.38182, 1.33462], [-6.45668, 1.57886, 1.83478], [-5.58711, 3.86383, 1.40927], [-3.32392, 4.16140, 0.46970], [-1.92902, 2.17813, -0.03679], [-4.49465, -0.11512, -1.53218], [-5.83475, -1.59656, -2.98643], [-5.36067, -4.01624, -3.05363], [-3.51670, -4.95505, -1.71493], [-2.16965, -3.47683, -0.25447], [-1.19272, -1.90466, 4.73479], [1.50872, -1.92494, 4.64658], [2.84940, -2.64436, 1.64652], [3.29452, -1.09268, 2.36452], [2.49652, 1.07338, 2.24570], [3.62960, 3.25637, 2.44216], [4.95794, 4.13458, 0.55735], [5.19305, 2.80525, -1.51336], [4.07965, 0.60578, -1.70506], [5.18826, -1.40427, -0.06413], [6.47654, -3.00387, -1.44772], [5.30740, -4.45541, -3.06126], [2.86224, -4.31238, -3.32037], [1.56756, -2.68448, -1.94931], [0.04873, 0.94814, -2.35594], [0.21486, 2.66738, -1.54031], [0.45665, 2.83613, -0.17476], [0.48477, 4.11772, 0.34909], [0.28414, 5.21709, -0.36994], [0.08053, 5.05446, -1.67347], [0.05097, 3.82216, -2.30457], [0.58518, 1.98275, 0.47833], [0.65824, 4.27515, 1.40887], [-0.09498, 5.96391, -2.23878], [-0.12234, 3.75856, -3.37071]], "mulliken_charge": [1.840, -0.849, 0.689, -0.294, -0.030, -0.803, -0.490, -0.431, -0.059, 0.366, -0.544, -0.699, -0.452, -0.783, -0.283, 0.102, -1.022, -1.195, 0.258, -0.968, 0.752, 0.399, -0.443, -0.746, -0.472, -0.780, -0.634, 0.322, -0.204, -0.731, -0.448, -0.624, -0.464, -0.302, 0.485, 0.509, 0.464, 0.397, 0.388, 0.493, 0.016, 0.458, 0.406, 0.382, 0.409, 0.391, 0.482, 0.472, 0.574, 0.479, 0.308, 0.451, 0.400, 0.412, 0.474, 0.443, 0.397, 0.380, 0.416, 0.303, -0.336, 0.669, -0.382, -0.431, -0.669, -0.475, -0.508, 0.145, 0.439, 0.380, 0.404], "e_lumo_ev": 0.01, "total_energy_ha": -4664.77222, "relative_energy_ev": 0.0000, "gap_ev": 7.265, "homo_energy_ha": -0.2665}

=====

Number 2 is which compound? C7H12FN2OP

=====

What did the first record say?
{"formula": "C13H13F9IN2O8P3S3", "method": "ωB97M-V/def2-TZVPD", "symbols": ["O", "P", "O", "O", "P", "C", "C", "P", "O", "O", "S", "C", "S", "O", "O", "C", "F", "F", "C", "F", "F", "C", "F", "F", "C", "F", "F", "F", "C", "N", "S", "N", "C", "C", "I", "H", "H", "H", "H", "H", "C", "C", "C", "O", "H", "H", "H", "H", "H", "H", "H", "H"], "xyz": [[5.10556, 0.15926, 0.29342], [5.06843, 1.64815, 0.38897], [6.45311, 2.22525, 1.15197], [4.98166, 2.21982, -1.16645], [3.40339, 2.30655, 1.67806], [1.95377, 1.16799, 1.28973], [0.83975, 1.50066, 0.32335], [0.89015, 3.10603, -0.61299], [0.19655, 3.05277, -2.11430], [2.47015, 3.61317, -0.93805], [0.11423, 4.54721, 0.43908], [-0.26046, 0.50887, 0.18419], [-1.74089, 0.77385, -0.89319], [-2.57932, -0.42095, -0.74351], [-1.39002, 0.79782, -2.31959], [-2.67343, 2.27780, -0.32712], [-2.19151, 2.56102, 0.95871], [-2.45269, 3.40294, -1.06188], [-4.24590, 2.11048, -0.18045], [-4.79386, 3.35635, -0.45742], [-4.79516, 1.31446, -1.17643], [-4.74488, 1.51108, 1.18883], [-3.99398, 0.44096, 1.62908], [-6.00353, 0.97416, 0.94216], [-4.90724, 2.50415, 2.40732], [-4.24042, 1.96769, 3.49554], [-6.20875, 2.63690, 2.83299], [-4.41606, 3.75762, 2.24236], [-0.14520, -0.76163, 0.97000], [-0.98235, -1.83115, 0.99568], [-0.50405, -3.06348, 1.95811], [0.88161, -2.33757, 2.53901], [0.99268, -1.13355, 1.95027], [2.02133, -0.07676, 2.07528], [3.62382, -0.46520, 3.47410], [6.14925, 2.45994, 2.05547], [5.19361, 3.17437, -1.12891], [3.05677, 3.66140, 1.38648], [0.66084, 2.42796, -2.71061], [2.40236, 4.20908, -1.70939], [1.60798, -5.96159, -1.98189], [0.53522, -5.20626, -1.21331], [-0.67897, -4.92748, -2.08604], [1.07083, -3.97248, -0.73606], [1.95766, -5.37668, -2.83786], [2.47720, -6.14514, -1.34677], [1.23219, -6.92042, -2.34550], [0.23298, -5.78695, -0.33816], [-0.40632, -4.30758, -2.94533], [-1.43650, -4.37544, -1.52498], [-1.12313, -5.85541, -2.45293], [1.34158, -3.45003, -1.50100]], "mulliken_charge": [-0.558, 0.960, -0.514, -0.453, -0.482, 0.439, 0.682, 0.475, -0.441, -0.290, -0.353, -0.343, 1.109, -0.575, -0.664, 0.817, -0.244, -0.275, 0.447, -0.286, -0.281, 0.608, -0.213, -0.312, 0.711, -0.246, -0.259, -0.228, 0.407, -0.451, 0.229, -0.629, 0.614, -0.967, 0.115, 0.351, 0.314, 0.128, 0.358, 0.280, -1.360, 0.415, -1.205, -0.424, 0.356, 0.327, 0.381, 0.253, 0.328, 0.264, 0.390, 0.294], "e_lumo_ev": -2.38, "total_energy_ha": -4629.68965, "gap_ev": 6.644, "homo_energy_ha": -0.3318}